DFT (wB97M-V/def2-TZVPD) results for C4H6CaO2 as an isolated structure.

Output
Calculated total energy in Ha: -983.43427

```
! RIJCOSX wB97M-V def2-TZVPD def2/J DEFGRID3
* xyz 2 1
H 1.07495 -0.58310 1.56076
O 2.72732 0.33151 0.46759
C 1.47326 0.06781 0.71189
C 0.55674 -0.15100 -0.28606
C -0.78650 -0.82475 -0.13410
C -1.98684 0.04937 -0.21134
O -1.92533 1.27600 -0.18074
Ca -0.14790 2.24962 -0.24757
H 2.82654 1.06468 -0.15376
H 0.95244 -0.08918 -1.30999
H -0.86942 -1.34025 0.83944
H -0.91728 -1.62117 -0.88490
H -2.97798 -0.42955 -0.17121
*
```

natural (NBO) population analysis, charges in e, atoms 1 to 5: number 1, H, carries 0.2437; number 2, O, carries -0.5771; number 3, C, carries 0.1825; number 4, C, carries -0.5267; number 5, C, carries -0.5866

DFT (wB97M-V/def2-TZVPD) results for one molecule with the formula C4H6Cl2F2.

Output
SMILES: C[C@@](F)(CCl)[C@@H](F)Cl
Calculated total energy in Ha: -1276.11765

```
! RIJCOSX wB97M-V def2-TZVPD def2/J DEFGRID3
* xyz 0 1
C -0.57804 1.73902 0.83146
C 0.04093 0.66665 -0.06553
F 0.17775 0.99686 -1.35642
C 1.45269 0.48987 0.47010
Cl 2.56562 -0.65933 -0.22423
C -0.64553 -0.71476 0.05171
F -0.82591 -0.94590 1.36752
Cl -2.36439 -0.50300 -0.50911
H -0.85510 1.44050 1.84650
H 0.05422 2.60611 0.87639
H -1.56943 2.15433 0.44355
H 2.02012 1.41111 0.43319
H 1.28991 0.10986 1.50264
H -0.14746 -1.50565 -0.46199
*
```

natural (NBO) population analysis, charges in e, atoms 1 to 5: number 1, C, carries -0.6688; number 2, C, carries 0.2824; number 3, F, carries -0.3314; number 4, C, carries -0.4269; number 5, Cl, carries -0.0363

DFT (wB97M-V/def2-TZVPD) results for one molecule with the formula C4H6Cl2FN.

Output
SMILES: C[C@@]1(N)[C@@H](Cl)[C@]1(F)Cl
Calculated total energy in Ha: -1230.92154

```
! RIJCOSX wB97M-V def2-TZVPD def2/J DEFGRID3
* xyz 0 1
C 0.23342 -2.08150 0.49636
C -0.18773 -0.87553 -0.43528
N -0.96257 -1.39749 -1.56690
C -0.71444 0.45604 0.40038
Cl -1.26625 0.10232 2.08511
C 0.66023 0.35197 -0.27790
F 1.65878 0.43118 0.61279
Cl 0.92097 1.47377 -1.71783
H 0.61884 -1.70998 1.52266
H 1.05955 -2.64825 0.22079
H -0.50958 -2.70957 0.90412
H -1.75842 -0.67416 -1.94551
H -0.31217 -1.38167 -2.49582
H -1.36840 1.12612 -0.09821
*
```

natural (NBO) population analysis, charges in e, atoms 1 to 5: number 1, C, carries -0.6302; number 2, C, carries 0.0725; number 3, N, carries -0.8171; number 4, C, carries -0.2652; number 5, Cl, carries -0.0139

DFT (wB97M-V/def2-TZVPD) results for an isolated ion of composition C4H6Cl2N3S and charge +1.

Output
Calculated total energy in Ha: -1638.57930

```
! RIJCOSX wB97M-V def2-TZVPD def2/J DEFGRID3
* xyz 1 1
C -1.29717 -1.52704 -0.10452
C -3.01715 0.13981 -0.04536
C -0.47148 0.59918 -0.08806
C 2.22863 1.00894 -0.42533
N -0.23408 -0.71902 0.01067
N -2.53475 -1.22593 -0.00200
N -1.78293 1.01154 -0.13634
S 0.59969 1.91210 -0.13345
Cl -3.76015 0.48098 1.51197
Cl -4.48797 0.09832 -1.34804
H -0.99648 -2.58453 -0.19712
H 2.78207 1.62487 -1.12146
H 1.95424 0.10957 -1.02834
H 2.90293 0.80058 0.43427
H -3.26630 -1.93600 0.12115
H -2.00448 2.03756 -0.25833
*
```

natural (NBO) population analysis, charges in e, atoms 1 to 5: number 1, C, carries 0.3897; number 2, C, carries 0.2922; number 3, C, carries 0.3197; number 4, C, carries -0.7056; number 5, N, carries -0.5423

DFT (wB97M-V/def2-TZVPD) results for one molecule with the formula C4H6Cl2SSe.

Output
Calculated total energy in Ha: -3875.87711

```
! RIJCOSX wB97M-V def2-TZVPD def2/J DEFGRID3
* xyz 0 1
C 0.84807 0.89278 -0.79534
C -1.01267 -1.25386 0.32562
C 1.95895 1.02764 0.24208
C 1.57505 -1.15998 2.43427
S 1.39912 0.37741 1.99256
Cl 3.48287 0.36721 -0.32406
Cl 2.51188 -2.30862 1.73484
Se 0.34749 -1.05186 -1.09682
H -0.11040 1.45084 -0.52868
H 1.01618 1.41139 -1.75716
H -2.07071 -1.28980 -0.03711
H -0.68541 -0.68333 1.26152
H 2.16773 2.02126 0.58817
H -0.84199 -2.37338 0.64547
*
```

natural (NBO) population analysis, charges in e, atoms 1 to 5: number 1, C, carries -0.6082; number 2, C, carries -0.8318; number 3, C, carries -0.3907; number 4, C, carries -0.4184; number 5, S, carries 0.4405

DFT (wB97M-V/def2-TZVPD) results for C4H6Cl3GeN2O3Pd as an isolated structure.

Output
Calculated total energy in Ha: -4076.71337
Expectation value of S²: 0.754

```
! RIJCOSX wB97M-V def2-TZVPD def2/J DEFGRID3
* xyz 0 2
Pd 0.74679 -0.23291 -0.80280
N -1.26693 0.48293 -1.51578
C -1.80125 1.36703 -0.45497
C -1.59282 0.74077 0.88979
O -2.47565 0.60076 1.68520
N -0.22409 0.38904 1.08555
C 0.08750 -0.30088 2.10845
C -0.10941 -2.65828 1.10387
O -0.04851 -3.42182 1.99313
O -0.21823 -2.35062 -0.04945
H -1.22242 0.97038 -2.38532
H -1.85875 -0.32047 -1.62272
H -2.85065 1.58662 -0.56974
H -1.23226 2.28921 -0.48438
H -0.60610 -0.36141 2.94112
H 1.14432 -0.35831 2.34056
Cl 4.97265 0.42633 -2.72845
Ge 3.84680 0.87713 -0.88343
Cl 1.81021 1.59944 -2.01286
Cl 2.89881 -1.32494 -0.63776
*
```

natural (NBO) population analysis, charges in e, atoms 1 to 5: number 1, Pd, carries 0.6516; number 2, N, carries -0.8133; number 3, C, carries -0.3290; number 4, C, carries 0.6619; number 5, O, carries -0.5038

DFT (wB97M-V/def2-TZVPD) results for one molecule with the formula C4H6ClF.

Output
SMILES: C=C(Cl)CCF
Calculated total energy in Ha: -716.02170

```
! RIJCOSX wB97M-V def2-TZVPD def2/J DEFGRID3
* xyz 0 1
C -2.06586 -0.29441 0.08193
C -0.87576 0.26933 -0.02515
Cl -0.65459 2.06573 -0.01123
C 0.43677 -0.34738 -0.44913
C 1.56619 0.04662 0.43350
F 2.23887 1.10180 -0.23210
H -2.97017 0.20594 -0.12128
H -2.16452 -1.34956 0.11780
H 0.71934 0.06580 -1.41874
H 0.17460 -1.43891 -0.46714
H 2.22387 -0.77812 0.67743
H 1.37128 0.45315 1.41410
*
```

natural (NBO) population analysis, charges in e, atoms 1 to 5: number 1, C, carries -0.4337; number 2, C, carries 0.0657; number 3, Cl, carries -0.0614; number 4, C, carries -0.5125; number 5, C, carries 0.0429

DFT (wB97M-V/def2-TZVPD) results for one molecule with the formula C4H6ClFN2.

Output
SMILES: CN1N=C[C@H](F)[C@H]1Cl
Calculated total energy in Ha: -825.48423

```
! RIJCOSX wB97M-V def2-TZVPD def2/J DEFGRID3
* xyz 0 1
C -1.99047 -0.48838 -0.23722
N -0.67297 0.08483 -0.00945
N -0.45457 0.96081 0.91698
C 0.77222 1.28078 1.07262
C 1.72533 0.45198 0.15972
F 2.35184 1.23355 -0.79384
C 0.41184 -0.56081 -0.59009
Cl 0.48844 -2.35014 -0.21832
H -2.65678 0.26487 -0.82432
H -1.87029 -1.20951 -1.07457
H -2.30184 -0.93732 0.75681
H 1.24782 1.93673 1.92444
H 2.55474 -0.13382 0.67717
H 0.39470 -0.53355 -1.75994
*
```

natural (NBO) population analysis, charges in e, atoms 1 to 5: number 1, C, carries -0.4256; number 2, N, carries -0.2982; number 3, N, carries -0.1653; number 4, C, carries -0.0865; number 5, C, carries 0.1764

Q: Among the records above, which one has the lowest calculated total energy?
A: C4H6Cl3GeN2O3Pd

Q: Which value of calculated total energy does entry 7 give?
A: -716.02170 Ha

Q: The highest calculated total energy belongs to which entry?
A: C4H6ClF